C17H50O15 | ωB97M-V with the def2-TZVPD basis set

XYZ file:
```
82
Properties=species:S:1:pos:R:3:forces:R:3
O -3.0904 -24.3589 35.5884 8.10 2.64 11.82
H 2.3097 -21.1896 38.4730 -1.53 0.62 0.27
H -1.5357 -25.1061 36.2955 -1.97 2.33 -3.16
H -2.7420 -21.2590 31.8592 1.77 1.23 -0.04
H -1.8793 -17.1746 33.9710 0.29 0.18 -2.11
C 2.3153 -21.7832 36.6326 -0.40 -2.18 -1.19
O 1.4935 -18.7816 34.3805 0.10 1.13 1.14
H -3.9652 -24.9250 37.9657 -1.49 1.91 -0.92
H 2.3749 -21.9912 30.0411 0.04 0.45 0.32
C -0.9563 -20.8468 33.1418 0.04 -2.49 -0.20
H -5.0480 -17.1045 29.8212 -1.38 -1.63 -0.97
H -2.5778 -15.0605 32.5277 -9.24 3.04 -0.33
H -1.0222 -21.6864 35.1634 -0.46 2.39 2.57
H -4.5723 -18.2449 31.7243 3.06 0.23 0.92
O -2.7007 -17.4785 32.0698 0.77 -1.94 -2.03
O -5.4136 -18.2555 31.3723 -3.25 -1.04 1.55
H 0.8294 -22.3186 31.8182 0.02 0.57 0.15
O -0.9556 -14.7694 33.4648 0.31 -3.81 3.01
H -3.5143 -24.5307 34.9256 -7.50 -2.47 -11.66
C -1.3312 -21.9727 34.2222 -0.22 1.89 -2.29
C 1.5867 -20.9549 37.6220 0.67 -0.47 2.66
H 4.8797 -17.9271 33.1471 1.38 -2.19 -0.91
H 2.8239 -23.7011 30.3695 -1.09 0.98 -0.52
H -6.6106 -18.3373 29.8298 1.11 0.92 -0.38
H 0.5811 -22.7366 27.1676 -0.58 -0.62 0.86
H 0.8963 -25.1180 37.7722 1.08 -2.20 -0.58
H -0.6442 -17.3137 32.7955 4.20 -1.97 -1.43
H 0.0863 -24.0972 36.8125 0.79 3.79 -2.97
H -2.9187 -23.0128 37.0985 1.16 0.84 0.26
O 0.2299 -21.3919 37.7978 0.48 -0.62 0.64
H -1.3239 -19.9844 33.5581 -0.87 2.43 1.05
H -0.7254 -22.7807 34.4150 1.83 -2.84 -1.85
O 3.3917 -21.0145 36.1390 0.81 -1.65 -0.53
H 2.8621 -17.5414 32.5024 -2.41 -2.37 -7.46
H -2.3298 -22.3252 34.2082 -1.00 0.03 -0.04
C 2.8857 -18.4693 34.3587 2.14 -1.76 2.54
O 1.1771 -22.7152 27.9223 1.41 0.26 0.92
H -5.0498 -25.1961 35.8739 -0.80 0.09 0.74
H 0.6092 -24.5111 29.1817 1.52 2.73 -0.40
H 1.7309 -22.0934 35.7989 -1.20 0.47 -1.03
H -0.7676 -25.1244 39.3314 -0.73 -2.93 2.27
C -0.0702 -24.7898 37.4957 -2.90 -1.31 2.60
C -5.5117 -18.1604 30.0214 0.34 0.81 -1.10
C 1.9604 -22.9544 30.3209 0.68 -1.84 -1.06
H 3.6510 -19.3335 34.0660 -2.42 1.07 0.16
H -5.1467 -23.3675 37.9626 0.01 -0.51 0.60
H 2.5060 -22.9468 36.9787 0.50 2.80 0.22
H 3.6863 -21.5936 35.4050 0.38 0.95 0.42
C -0.5301 -24.2587 38.8740 -1.35 1.06 -3.06
H -1.3533 -22.0316 31.3721 0.45 0.54 0.18
C -1.5855 -17.0227 32.8422 -7.19 4.98 2.41
C 0.9101 -23.3005 29.1920 -2.63 -2.77 1.03
O 4.5008 -17.1455 33.4386 -0.15 3.32 0.58
O 1.4016 -23.0599 31.6096 0.16 -0.33 -0.47
H -2.5123 -17.5078 31.0787 0.09 0.16 2.04
C -4.7200 -19.2700 29.2866 1.31 -0.80 2.61
H -4.8622 -20.3061 29.8138 -0.15 1.79 -0.78
H -1.4454 -20.4467 31.0211 1.71 6.19 -6.29
H 0.9348 -20.1484 33.5428 -0.93 0.02 0.15
H 2.5882 -16.5177 33.6295 -1.23 3.03 1.24
H 0.1586 -22.2149 38.3927 0.87 1.98 -0.89
H -5.7068 -19.8557 27.8083 -6.72 -5.29 -1.09
H -4.0032 -22.6385 35.7323 -1.05 1.01 0.50
H -3.5887 -19.0374 29.5905 -1.90 -0.54 -1.63
H 1.6790 -19.8246 37.5600 -0.48 -1.48 -0.75
O 0.3405 -23.4535 39.5766 -0.60 1.22 0.20
H -1.4714 -23.7483 38.7474 -0.27 0.58 0.07
H 1.1406 -23.9205 39.6578 1.85 -0.73 0.39
C -1.7540 -15.4620 32.5451 12.51 -3.75 -1.44
H 1.1168 -17.9985 34.8730 0.17 -1.51 -0.77
C 3.1145 -17.3459 33.3840 3.91 -1.02 7.00
C -1.6009 -21.0054 31.7418 -3.74 -8.86 7.39
H -0.0655 -22.9911 29.6649 0.71 0.53 -0.74
O -1.1642 -25.6073 36.9399 4.06 -2.45 4.52
H 3.3182 -18.3831 35.5471 -1.29 0.65 -3.33
O -5.5782 -24.7479 36.5719 -0.36 -1.15 -0.98
C -4.6346 -24.1277 37.3693 1.36 0.16 0.16
H -1.1259 -15.1938 31.5656 -1.99 -1.17 0.91
O -5.0437 -19.3408 27.9308 7.55 5.53 0.97
C -3.6853 -23.3565 36.4588 0.41 -2.41 -0.64
H -0.8573 -13.9058 33.2597 0.36 4.19 -1.13
O 0.4287 -20.7625 32.9811 1.00 -0.61 -0.91
```
Positions in Å, forces in eV/Å.

Computed properties:
Total charge   0
Multiplicity   1
SMILES   CC(C)O.OCCO.OCCO.OCCO.OCCO.OCCO.OCCO.OCCO
Relative energy (zero: lowest compared OMol25 entry of this formula, charge and spin)   810.7 kJ/mol
HOMO energy   -9.775 eV

I7Li4 | ωB97M-V with the def2-TZVPD basis set

XYZ file:
```
11
Properties=species:S:1:pos:R:3:forces:R:3
I 3.5060 2.9981 -1.1464 -0.08 0.73 0.23
Li 2.0180 1.6410 0.5336 0.35 -0.22 -1.28
I -3.4981 -0.0722 2.4877 -0.23 -0.04 0.34
I -3.5508 -1.9413 -2.7798 -1.04 -0.17 0.08
Li -0.9052 0.2891 3.0847 0.19 0.03 -0.53
I 3.8740 -0.7309 -1.8129 0.87 1.35 -2.00
Li -3.6900 -0.4147 -0.0607 0.79 0.05 -0.55
Li -1.2208 -1.5642 -2.3303 1.09 0.69 0.57
I 2.9663 -2.6972 0.1661 -1.05 -1.99 1.95
I 1.3331 1.6005 2.8694 -0.41 0.02 1.17
I -0.8324 0.8919 -1.0114 -0.47 -0.45 0.01
```
Positions in Å, forces in eV/Å.

Computed properties:
Total charge   -3
Multiplicity   1
HOMO energy   3.647 eV

no.,maximum force (hartree/bohr)
1,0.2833
2,0.0580